# 1
Density functional theory data (ωB97M-V with the def2-TZVPD basis set) for a structure of composition C91H98Ge2N5PS6Sr.

The geometry in XYZ format:
```
204
Properties=species:S:1:pos:R:3:forces:R:3:lowdin_charge:R:1
Sr -0.934 -1.266 -0.114 -1.10 0.26 0.00 0.988
C -2.640 -3.510 -2.616 -0.41 0.15 -0.40 -0.214
C -4.074 -3.144 -2.257 0.25 -0.15 0.11 -0.106
C -4.376 -1.694 -2.017 -0.52 -0.13 -0.25 -0.274
C -5.609 -1.210 -2.464 0.11 0.05 0.10 -0.020
C -5.986 0.083 -2.170 0.18 -0.09 0.19 -0.070
C -5.103 0.873 -1.452 0.04 0.01 0.05 -0.063
C -3.886 0.327 -1.082 -0.28 0.24 0.06 -0.134
N -3.529 -0.925 -1.341 0.62 -0.19 0.16 0.081
N -1.678 -3.648 -1.520 0.26 0.02 0.33 -0.187
C -2.113 -4.678 -0.579 -0.20 0.09 0.12 -0.117
C -1.133 -4.893 0.536 -0.07 -0.24 0.23 -0.267
C -0.609 -6.152 0.809 -0.04 -0.03 0.10 -0.023
C 0.284 -6.302 1.857 -0.11 0.41 0.01 -0.060
C 0.613 -5.179 2.605 0.01 -0.37 -0.11 -0.050
C 0.033 -3.967 2.269 0.11 0.03 0.24 -0.133
N -0.817 -3.822 1.264 -0.13 0.17 -0.23 0.099
C -0.414 -4.025 -2.144 0.06 -0.09 -0.25 -0.139
C 0.817 -3.892 -1.300 0.42 -0.35 -0.16 -0.276
C 1.806 -4.870 -1.301 0.02 0.05 -0.07 -0.019
C 3.024 -4.605 -0.690 -0.07 0.31 0.06 -0.056
C 3.209 -3.370 -0.087 -0.04 -0.38 -0.12 -0.052
C 2.141 -2.490 -0.074 0.58 0.28 0.31 -0.143
N 0.986 -2.738 -0.661 0.08 -0.39 -0.45 -0.026
H -2.254 -2.744 -3.292 -0.04 -0.24 -0.02 -0.004
H -2.682 -4.463 -3.175 0.07 0.05 0.05 0.130
H -4.402 -3.697 -1.373 -0.14 -0.04 -0.06 0.084
H -4.701 -3.470 -3.091 0.07 -0.02 0.10 0.121
H -6.265 -1.853 -3.033 0.02 -0.10 -0.04 0.114
H -6.946 0.465 -2.491 0.00 0.03 -0.02 0.106
H -5.355 1.888 -1.186 0.08 0.09 0.01 0.104
H -3.169 0.928 -0.536 0.05 0.13 0.06 0.107
H -2.292 -5.636 -1.103 -0.04 0.16 0.06 0.136
H -3.044 -4.339 -0.112 -0.01 -0.20 -0.03 0.119
H -0.896 -7.005 0.211 -0.05 0.00 -0.11 0.110
H 0.718 -7.265 2.081 0.02 -0.09 0.03 0.101
H 1.304 -5.248 3.431 0.06 0.06 0.08 0.089
H 0.259 -3.067 2.825 0.11 0.11 0.08 0.064
H -0.258 -3.333 -2.981 -0.07 -0.17 -0.12 0.098
H -0.468 -5.051 -2.552 -0.02 0.12 -0.02 0.136
H 1.633 -5.819 -1.791 -0.07 0.01 -0.04 0.111
H 3.815 -5.344 -0.698 0.02 -0.03 -0.01 0.103
H 4.147 -3.081 0.359 0.06 0.06 0.12 0.097
H 2.241 -1.534 0.418 0.00 0.15 0.08 0.016
C -0.526 7.845 -0.588 0.02 -0.07 0.03 -0.047
C 0.394 6.737 -1.012 -0.06 0.04 -0.03 -0.267
C 0.005 5.801 -1.956 -0.02 0.09 0.10 -0.002
C 0.878 4.816 -2.400 0.08 -0.02 -0.01 -0.206
C 0.458 3.838 -3.454 -0.04 -0.06 -0.03 -0.031
C 2.164 4.773 -1.864 -0.30 0.25 0.01 -0.188
C 2.556 5.675 -0.873 0.03 0.01 -0.02 -0.243
C 3.933 5.587 -0.286 -0.01 0.06 0.00 -0.030
C 1.664 6.648 -0.462 -0.02 -0.02 -0.06 -0.026
C 3.199 3.902 -2.460 0.13 0.14 -0.14 -0.229
C 3.921 4.466 -3.508 0.02 0.03 -0.08 -0.038
C 4.949 3.768 -4.107 0.07 0.03 -0.08 -0.071
C 5.268 2.511 -3.633 0.02 0.01 -0.04 -0.044
C 4.552 1.936 -2.585 0.15 0.04 -0.17 -0.226
C 3.498 2.627 -1.994 -0.67 -0.36 0.53 -0.175
Ge 2.241 1.728 -0.685 0.34 0.22 0.65 0.032
S 0.763 0.586 -1.720 -0.15 -0.02 -0.02 0.068
S 3.463 0.623 0.937 -0.47 0.33 -0.14 0.302
Ge 1.697 1.281 2.250 0.32 0.34 -0.17 0.053
S 0.184 -0.241 2.406 -0.01 0.02 -0.19 0.122
S 1.284 3.097 0.908 0.28 -0.66 -0.13 0.309
C 2.236 1.873 4.110 -0.20 -0.20 -0.81 -0.178
C 3.054 1.059 4.892 0.09 0.03 0.18 -0.233
C 3.435 1.463 6.167 0.06 -0.03 0.02 -0.041
C 3.010 2.677 6.675 0.04 0.03 0.12 -0.075
C 2.165 3.466 5.920 -0.01 0.03 0.03 -0.037
C 1.761 3.064 4.649 0.12 0.16 0.22 -0.224
C 0.756 3.919 3.979 -0.25 0.27 -0.04 -0.195
C 1.130 5.135 3.404 0.01 -0.01 0.10 -0.261
C 2.579 5.520 3.342 -0.04 0.01 0.03 -0.036
C 0.150 5.987 2.919 0.00 -0.05 0.04 -0.022
C -1.193 5.651 2.993 -0.09 0.01 0.07 -0.266
C -2.261 6.593 2.515 0.02 -0.06 -0.03 -0.065
C -1.544 4.429 3.543 0.05 0.08 -0.11 -0.004
C -0.591 3.559 4.052 0.03 0.06 0.03 -0.204
C -1.026 2.285 4.706 -0.05 -0.07 0.01 -0.038
C 3.491 -0.272 4.411 0.21 -0.22 -0.03 -0.157
C 4.690 -0.424 3.716 0.03 0.02 0.09 -0.257
C 5.615 0.732 3.468 0.04 0.01 -0.01 -0.057
C 5.053 -1.683 3.250 -0.09 -0.05 0.02 -0.024
C 4.265 -2.793 3.491 0.11 -0.06 -0.02 -0.269
C 4.656 -4.159 3.002 -0.04 0.03 0.07 -0.057
C 3.104 -2.632 4.232 0.02 0.12 -0.08 -0.012
C 2.702 -1.391 4.698 -0.05 -0.16 0.03 -0.214
C 1.434 -1.284 5.489 -0.04 0.02 0.03 -0.044
C 5.021 0.599 -2.153 0.16 -0.30 0.09 -0.162
C 6.076 0.515 -1.242 0.02 0.06 -0.02 -0.241
C 6.617 1.754 -0.591 0.01 -0.03 0.02 -0.037
C 6.619 -0.726 -0.949 -0.04 -0.09 -0.02 -0.020
C 6.141 -1.881 -1.549 -0.01 -0.03 0.01 -0.284
C 6.804 -3.204 -1.289 0.01 0.11 -0.05 -0.055
C 5.088 -1.780 -2.445 0.07 0.01 0.08 -0.014
C 4.526 -0.553 -2.769 0.02 0.08 -0.03 -0.196
C 3.429 -0.461 -3.780 -0.12 -0.08 -0.08 -0.039
H -1.366 7.943 -1.273 -0.07 0.03 -0.01 0.075
H 0.010 8.794 -0.552 -0.04 0.06 0.01 0.077
H -0.915 7.642 0.407 -0.09 0.07 0.09 0.043
H -0.991 5.850 -2.377 -0.08 0.02 -0.05 0.111
H -0.508 4.107 -3.878 -0.03 0.03 -0.05 0.073
H 0.377 2.835 -3.027 -0.01 -0.04 -0.06 0.009
H 1.197 3.786 -4.254 -0.03 -0.01 -0.07 0.085
H 4.695 5.704 -1.057 0.08 0.00 -0.01 0.081
H 4.075 4.609 0.171 0.06 -0.12 0.09 0.074
H 4.084 6.348 0.476 0.01 0.06 0.06 0.069
H 1.968 7.368 0.287 0.06 0.08 0.11 0.109
H 3.655 5.458 -3.851 -0.01 0.03 0.02 0.123
H 5.501 4.201 -4.932 0.02 0.00 -0.02 0.097
H 6.079 1.948 -4.081 0.03 -0.04 0.01 0.123
H 4.061 0.810 6.763 0.04 -0.03 -0.02 0.119
H 3.317 2.996 7.663 0.00 -0.01 0.03 0.096
H 1.783 4.398 6.321 -0.02 0.02 -0.02 0.120
H 3.178 4.675 3.010 0.09 -0.04 -0.06 0.077
H 2.941 5.820 4.328 0.08 0.01 0.01 0.079
H 2.729 6.346 2.651 0.02 0.08 -0.07 0.062
H 0.441 6.933 2.481 0.05 0.11 -0.06 0.106
H -1.909 7.624 2.535 -0.03 0.04 -0.04 0.069
H -3.145 6.519 3.148 -0.06 0.02 0.00 0.073
H -2.559 6.346 1.496 -0.06 0.05 -0.08 0.079
H -2.587 4.150 3.594 -0.13 -0.02 0.06 0.117
H -2.079 2.337 4.976 -0.06 -0.01 0.04 0.073
H -0.436 2.077 5.598 -0.01 -0.04 0.07 0.084
H -0.897 1.442 4.023 -0.02 -0.08 0.04 0.006
H 5.183 1.667 3.820 0.08 0.05 -0.08 0.077
H 5.810 0.816 2.400 0.06 0.10 -0.04 0.033
H 6.569 0.573 3.977 0.01 0.01 0.05 0.082
H 5.964 -1.780 2.674 0.13 -0.04 -0.07 0.115
H 5.555 -4.112 2.390 0.07 -0.04 -0.07 0.069
H 3.852 -4.593 2.409 -0.02 -0.09 -0.06 0.058
H 4.848 -4.824 3.846 0.03 -0.07 -0.01 0.078
H 2.486 -3.492 4.446 -0.09 -0.15 0.07 0.101
H 1.180 -2.245 5.931 -0.03 -0.06 0.06 0.078
H 0.620 -0.989 4.826 -0.08 0.07 0.01 0.014
H 1.512 -0.537 6.278 -0.02 0.01 0.07 0.077
H 6.674 2.577 -1.303 0.05 0.05 0.04 0.075
H 7.606 1.579 -0.171 0.05 -0.03 0.03 0.075
H 5.949 2.058 0.214 -0.08 0.12 0.09 0.054
H 7.440 -0.793 -0.245 0.09 0.01 0.07 0.110
H 7.330 -3.198 -0.336 0.03 -0.05 0.08 0.069
H 7.534 -3.413 -2.075 0.02 -0.09 0.02 0.078
H 6.077 -4.013 -1.287 -0.06 -0.12 0.02 0.058
H 4.701 -2.674 -2.916 -0.04 -0.11 -0.08 0.116
H 3.361 -1.367 -4.377 0.04 -0.09 -0.08 0.080
H 3.573 0.395 -4.439 -0.02 -0.01 -0.08 0.083
H 2.469 -0.320 -3.279 -0.05 0.04 -0.05 -0.010
C -5.776 -6.640 4.004 0.06 0.03 -0.05 -0.076
C -5.682 -5.607 2.908 -0.24 -0.21 -0.14 -0.322
C -6.409 -5.774 1.735 -0.09 -0.28 0.12 -0.085
C -6.323 -4.802 0.733 0.02 0.15 -0.14 -0.317
C -7.094 -4.992 -0.548 0.11 0.01 0.08 -0.070
C -5.556 -3.681 0.930 -0.13 -0.22 -0.24 -0.041
C -4.828 -3.434 2.133 0.09 0.18 0.19 -0.343
C -4.887 -4.495 3.088 0.27 -0.01 0.22 -0.037
N -4.230 -2.258 2.225 0.14 0.43 -0.48 0.054
C -3.854 -1.653 3.475 -0.16 -0.02 0.34 -0.652
C -3.636 -0.160 3.173 -0.02 -0.40 0.06 -0.072
C -2.539 -2.195 4.063 -0.25 0.07 -0.16 -0.056
C -4.975 -1.735 4.541 0.29 -0.03 -0.21 -0.057
H -6.612 -7.320 3.832 0.00 -0.04 -0.01 0.059
H -5.922 -6.158 4.972 0.01 -0.02 0.05 0.067
H -4.861 -7.233 4.064 0.03 -0.05 0.03 0.068
H -7.048 -6.638 1.601 -0.05 -0.09 0.01 0.087
H -8.103 -5.351 -0.341 -0.06 -0.01 -0.04 0.066
H -6.603 -5.731 -1.185 -0.02 -0.02 -0.08 0.071
H -7.163 -4.056 -1.100 -0.02 0.05 -0.09 0.060
H -5.546 -2.879 0.203 -0.05 0.08 -0.06 0.089
H -4.295 -4.449 3.992 -0.02 0.11 0.10 0.081
H -2.810 -0.060 2.469 0.05 0.16 0.00 0.029
H -3.402 0.381 4.088 0.16 0.18 0.08 0.060
H -4.533 0.261 2.726 -0.12 0.00 -0.08 0.073
H -1.746 -2.024 3.338 0.12 0.00 0.04 0.005
H -2.597 -3.261 4.270 -0.01 -0.14 0.03 0.063
H -2.298 -1.668 4.986 0.19 0.05 0.14 0.075
H -5.892 -1.311 4.136 -0.11 0.06 -0.06 0.077
H -4.688 -1.177 5.431 0.02 0.11 0.15 0.066
H -5.177 -2.762 4.826 -0.07 -0.06 0.09 0.050
S -3.517 -2.179 -6.709 -0.21 -0.24 -0.11 0.103
P -2.522 -0.702 -5.863 -0.06 0.29 -0.23 -0.032
S -1.112 -1.106 -4.544 0.28 0.26 0.25 0.252
C -1.770 0.361 -7.177 0.06 -0.43 0.22 -0.368
C -2.513 0.739 -8.288 -0.05 -0.02 0.05 -0.107
C -1.915 1.465 -9.301 -0.11 0.07 -0.14 -0.106
C -0.577 1.815 -9.213 0.12 0.11 -0.09 -0.116
C 0.158 1.457 -8.096 0.13 0.12 -0.14 -0.098
C -0.437 0.729 -7.082 -0.03 0.01 0.11 -0.118
C -3.711 0.548 -5.212 0.21 -0.45 0.01 -0.367
C -5.063 0.457 -5.502 0.00 -0.04 -0.11 -0.131
C -5.920 1.473 -5.123 -0.14 0.17 -0.05 -0.116
C -5.428 2.576 -4.447 -0.13 0.13 -0.01 -0.118
C -4.082 2.648 -4.123 0.01 0.19 0.02 -0.098
C -3.222 1.635 -4.502 -0.01 0.01 0.03 -0.091
H -3.551 0.442 -8.358 -0.04 -0.04 -0.02 0.091
H -2.493 1.758 -10.168 -0.04 0.00 -0.06 0.091
H -0.108 2.362 -10.020 0.01 0.07 -0.02 0.089
H 1.199 1.742 -8.016 0.07 0.00 -0.01 0.095
H 0.122 0.429 -6.205 0.04 -0.01 0.02 0.043
H -5.428 -0.410 -6.037 0.04 -0.05 -0.03 0.052
H -6.975 1.407 -5.362 -0.05 0.01 0.00 0.097
H -6.096 3.381 -4.168 -0.04 0.05 0.06 0.094
H -3.704 3.502 -3.578 0.04 0.06 0.06 0.098
H -2.170 1.674 -4.254 0.12 0.02 0.06 0.090
```
Positions in Å, forces in eV/Å.

Calculated values
* orbital gap: 4.897 eV
* maximum force: 0.022 Eh/bohr
* total charge: -2



# 2
Density functional theory data (ωB97M-V with the def2-TZVPD basis set) for a structure of composition C9H10B3F20LiO4.

The geometry in XYZ format:
```
47
Properties=species:S:1:pos:R:3:forces:R:3:lowdin_charge:R:1
Li -1.638 1.839 -0.220 -0.61 0.53 0.96 0.859
B -1.412 5.635 -1.897 0.11 -0.14 0.61 -1.385
F -1.774 6.281 -3.057 -0.07 0.24 -1.48 0.107
F -1.207 4.255 -2.048 0.47 -1.63 -0.84 0.059
F -0.242 6.179 -1.408 0.80 0.53 0.28 0.110
F -2.451 5.714 -1.024 -1.31 0.62 1.34 0.135
B -4.002 0.454 1.541 -0.05 2.58 0.32 -1.471
F -2.638 0.407 1.712 2.53 0.88 0.43 0.107
F -4.222 1.351 0.477 0.20 0.48 -1.45 0.069
F -4.334 -0.775 1.292 -1.81 -4.60 -1.63 0.207
F -4.766 0.905 2.576 -0.26 0.69 1.56 0.146
B -0.663 3.962 3.431 -0.79 -0.55 1.39 -1.425
F -0.041 2.890 4.090 1.29 -0.62 -0.11 0.072
F 0.006 5.140 3.603 1.51 1.20 -0.10 0.124
F -0.935 3.691 2.131 0.43 -0.70 -2.46 0.142
F -1.865 4.083 4.061 -2.27 0.47 1.21 0.117
C 4.783 0.640 3.400 1.07 -0.20 0.79 -0.018
C 4.558 1.456 2.166 1.21 -0.28 0.32 -0.373
C 5.254 0.955 0.940 1.85 -0.85 -0.53 -0.113
O 4.236 0.662 0.009 0.76 -0.88 -1.00 0.095
C 3.070 0.710 0.627 -3.60 3.24 -0.78 -0.522
O 1.963 0.646 0.111 2.50 -1.24 0.91 0.137
O 3.246 1.302 1.829 -2.77 -0.36 -0.09 0.110
H 4.557 -0.416 3.251 -0.50 0.06 -0.30 0.093
H 4.216 1.011 4.254 0.00 0.02 -0.13 0.098
H 5.842 0.600 3.655 0.20 0.40 0.21 0.081
H 4.869 2.500 2.205 -0.66 0.24 0.87 0.162
H 5.829 0.042 1.093 0.04 -0.15 0.19 0.129
H 5.959 1.704 0.578 -0.27 -0.04 -0.55 0.134
C -0.843 -3.259 -2.595 -0.09 -2.71 0.72 0.016
C -1.199 -2.373 -3.789 0.37 -1.37 0.47 -0.409
C -2.377 -1.487 -3.430 -1.39 1.87 -2.77 -0.347
F -3.457 -2.171 -3.059 -0.06 -0.84 0.85 0.128
F -2.146 -0.488 -2.563 0.80 -0.50 0.67 0.120
F -0.129 -1.638 -4.262 -1.02 -0.52 1.10 0.110
F -1.543 -3.196 -4.842 -0.21 0.70 0.68 0.100
O -1.938 -4.308 -2.305 0.85 0.98 1.01 -0.015
C -2.015 -4.762 -0.934 0.78 0.35 -2.34 -0.540
C -0.744 -5.621 -0.558 -0.63 0.32 0.29 -0.277
F -0.814 -6.136 0.690 -0.74 -0.41 0.15 0.083
F -0.588 -6.649 -1.434 0.10 0.60 0.26 0.087
F -2.036 -3.713 -0.143 0.05 0.70 0.99 0.178
F -3.177 -5.409 -0.812 0.52 -0.26 -0.18 0.172
H -0.588 -2.696 -1.697 -0.30 0.20 -0.14 0.144
H -0.033 -3.947 -2.835 0.45 0.63 -0.33 0.133
H -2.692 -1.007 -4.356 0.28 0.27 -0.35 0.170
H 0.118 -4.961 -0.453 0.23 0.06 -1.02 0.164
```
Positions in Å, forces in eV/Å.

Calculated values
* orbital gap: 8.372 eV
* energy above the lowest of the compared OMol25 structures with the same formula, charge and spin: 472.2 kJ/mol
* maximum force: 0.101 Eh/bohr
* total charge: -2